The following is a quantum chemistry calculation of a molecular structure, C34H34Br2F6N2O3PtTe, from the OMol25 dataset.

Cartesian coordinates (Å):
Pt  0.624  0.127  0.711
C  1.065  3.010  -0.854
C  0.483  3.277  0.490
C  0.175  4.571  0.945
C  -0.325  4.762  2.204
C  -0.510  3.657  3.053
C  -1.003  3.721  4.397
Br  -1.502  5.362  5.131
C  -1.126  2.588  5.183
C  -0.769  1.346  4.692
Br  -0.915  -0.170  5.751
C  -0.274  1.190  3.352
O  0.085  0.082  2.903
C  -0.180  2.402  2.538
N  0.276  2.237  1.287
H  1.115  3.915  -1.455
H  0.470  2.257  -1.375
H  2.076  2.616  -0.709
H  0.337  5.410  0.283
H  -0.572  5.755  2.553
H  -1.500  2.675  6.193
C  3.612  0.482  3.345
C  3.161  0.918  1.971
O  3.365  2.040  1.537
N  2.539  -0.048  1.222
Te  3.255  -1.737  -0.855
C  5.185  -2.549  -0.743
C  5.591  -3.078  0.488
C  4.693  -3.088  1.694
C  6.877  -3.593  0.583
C  7.742  -3.602  -0.503
C  9.126  -4.173  -0.389
C  7.291  -3.095  -1.718
C  6.018  -2.564  -1.869
C  5.592  -2.041  -3.214
C  3.695  0.128  -1.699
C  4.764  0.910  -1.249
C  5.699  0.522  -0.137
C  4.982  2.129  -1.888
C  4.186  2.572  -2.932
C  4.452  3.885  -3.611
C  3.119  1.773  -3.339
C  2.850  0.556  -2.736
C  1.664  -0.250  -3.191
H  3.492  1.313  4.038
H  4.675  0.236  3.301
H  3.062  -0.391  3.695
H  3.730  -3.562  1.485
H  4.483  -2.075  2.045
H  5.154  -3.641  2.510
H  7.208  -4.004  1.530
H  9.367  -4.431  0.641
H  9.871  -3.463  -0.749
H  9.219  -5.076  -0.995
H  7.949  -3.123  -2.579
H  6.228  -2.452  -3.996
H  5.662  -0.952  -3.260
H  4.561  -2.314  -3.450
H  5.221  -0.110  0.610
H  6.062  1.418  0.362
H  6.561  -0.027  -0.524
H  5.802  2.750  -1.546
H  5.262  4.427  -3.126
H  3.562  4.516  -3.600
H  4.724  3.729  -4.656
H  2.477  2.112  -4.144
H  1.147  0.254  -4.006
H  0.938  -0.386  -2.384
H  1.953  -1.241  -3.550
C  -3.195  -0.138  -1.337
C  -2.020  -0.686  -0.530
O  -1.032  0.274  -0.442
C  -1.479  -1.952  -1.234
F  -1.247  -1.696  -2.531
F  -2.324  -2.984  -1.166
F  -0.299  -2.365  -0.716
C  -2.522  -1.056  0.889
F  -1.619  -1.781  1.577
F  -3.663  -1.748  0.875
F  -2.741  0.067  1.599
H  -2.813  0.252  -2.277
H  -3.651  0.678  -0.779
H  -3.946  -0.900  -1.535

Its total charge is +1. The largest force on an atom comes out at 0.1 eV/A. As for the spin multiplicity: 6. As for the expectation value of S²: 8.80. Its HOMO energy (spin up / spin down) is -10.8028 / -11.3403 eV. The calculation puts the energy above the lowest of the compared OMol25 structures with the same formula, charge and spin at 0.0 kcal/mol.


The following is a quantum chemistry calculation of 5 unconnected molecules or ions with the total composition C34H34F4N2O3 at a distorted geometry, from the OMol25 dataset.

Cartesian coordinates (Å):
N  -1.726  0.746  -3.387
C  -1.133  0.093  -2.693
C  -0.095  -0.622  -1.877
C  -0.289  -0.437  -0.321
C  0.793  0.517  0.254
O  0.935  1.727  -0.518
C  0.004  -2.151  -2.215
C  -1.234  -2.910  -1.790
N  -2.039  -3.547  -1.345
C  0.221  -2.328  -3.756
C  0.995  -3.626  -4.143
C  2.353  -3.809  -3.390
C  2.330  -5.004  -2.406
O  1.354  -5.541  -2.041
O  3.547  -5.466  -1.919
H  0.914  -0.217  -2.095
H  -1.286  -0.054  -0.048
H  -0.134  -1.437  0.126
H  1.767  -0.003  0.355
H  0.472  0.826  1.269
H  1.881  1.787  -0.699
H  0.860  -2.522  -1.618
H  -0.798  -2.423  -4.191
H  0.646  -1.424  -4.238
H  1.252  -3.528  -5.215
H  0.326  -4.487  -3.974
H  2.566  -2.899  -2.784
H  3.184  -3.940  -4.106
H  4.061  -4.708  -1.595
F  0.774  -1.175  2.647
C  0.782  -0.547  3.841
C  1.884  0.206  4.200
C  1.888  0.856  5.427
C  0.797  0.736  6.280
C  -0.300  -0.028  5.906
C  -0.312  -0.671  4.675
H  2.727  0.280  3.525
H  2.741  1.455  5.718
H  0.803  1.241  7.238
H  -1.147  -0.123  6.572
H  -1.162  -1.264  4.362
F  -2.399  2.070  6.737
C  -2.778  2.789  5.661
C  -2.275  2.461  4.415
C  -2.672  3.200  3.308
C  -3.555  4.262  3.462
C  -4.048  4.581  4.721
C  -3.662  3.838  5.828
H  -1.582  1.636  4.315
H  -2.292  2.949  2.326
H  -3.860  4.839  2.599
H  -4.733  5.411  4.841
H  -4.041  4.067  6.816
F  3.446  -6.681  -9.093
C  2.450  -6.816  -8.200
C  1.140  -6.770  -8.637
C  0.112  -6.914  -7.714
C  0.406  -7.092  -6.368
C  1.729  -7.132  -5.943
C  2.759  -6.998  -6.865
H  0.930  -6.623  -9.689
H  -0.918  -6.888  -8.045
H  -0.397  -7.200  -5.649
H  1.957  -7.266  -4.893
H  3.795  -7.035  -6.554
F  -2.247  6.213  1.372
C  -1.583  7.177  2.036
C  -0.584  6.820  2.921
C  0.104  7.815  3.603
C  -0.223  9.150  3.398
C  -1.233  9.492  2.509
C  -1.916  8.500  1.818
H  -0.351  5.773  3.073
H  0.894  7.549  4.294
H  0.312  9.924  3.934
H  -1.490  10.532  2.353
H  -2.700  8.748  1.114

The largest force on an atom comes out at 5.4 eV/A. Its HOMO energy is -9.2566 eV. The structure (SMILES) is N#C[C@@H](CCO)[C@@H](C#N)CCCC(=O)O.Fc1ccccc1.Fc1ccccc1.Fc1ccccc1.Fc1ccccc1.


The following is a quantum chemistry calculation of a molecular structure, C34H34Ge2MoN5SSe, from the OMol25 dataset.

Cartesian coordinates (Å):
Mo  0.436  -0.984  0.262
Se  0.010  0.022  3.986
N  -0.266  -1.485  4.831
C  -0.139  -2.512  3.996
C  -0.289  -3.908  4.239
C  -0.123  -4.741  3.171
C  0.175  -4.235  1.872
N  0.341  -2.959  1.615
C  0.192  -2.131  2.676
N  0.323  -0.832  2.431
H  -0.525  -4.276  5.229
H  -0.220  -5.812  3.284
H  0.269  -4.922  1.039
C  4.398  -2.293  -1.148
Ge  2.828  -1.582  -2.039
C  1.657  -2.985  -2.711
C  3.258  -0.202  -3.340
C  2.003  -0.541  -0.450
H  4.968  -2.888  -1.863
H  4.122  -2.935  -0.312
H  5.039  -1.489  -0.786
H  1.941  -3.208  -3.741
H  0.602  -2.713  -2.708
H  1.785  -3.894  -2.122
H  4.198  -0.468  -3.826
H  3.384  0.773  -2.865
H  2.492  -0.128  -4.109
H  2.821  0.051  -0.028
C  -4.653  2.367  0.234
C  -3.787  3.389  -0.130
C  -2.413  3.178  -0.117
C  -1.885  1.939  0.254
C  -2.772  0.930  0.629
C  -4.145  1.134  0.620
Ge  0.039  1.644  0.352
C  0.980  2.660  -1.034
C  2.344  2.927  -0.889
C  3.046  3.620  -1.867
C  2.393  4.060  -3.011
C  1.036  3.813  -3.166
C  0.336  3.120  -2.185
C  0.666  2.291  2.097
C  1.956  2.039  2.582
C  2.370  2.532  3.814
C  1.491  3.277  4.592
C  0.208  3.540  4.128
C  -0.200  3.054  2.890
H  -5.722  2.534  0.223
H  -4.181  4.355  -0.420
H  -1.753  3.994  -0.393
H  -2.400  -0.037  0.944
H  -4.816  0.336  0.915
H  2.871  2.623  0.009
H  4.099  3.831  -1.728
H  2.935  4.606  -3.772
H  0.517  4.176  -4.045
H  -0.727  2.946  -2.319
H  2.653  1.442  2.004
H  3.374  2.333  4.167
H  1.809  3.660  5.553
H  -0.474  4.131  4.727
H  -1.204  3.269  2.542
N  -0.055  0.119  -2.932
C  -0.957  -0.743  -2.492
N  -0.991  -1.228  -1.249
C  -2.138  -2.047  -1.069
C  -2.589  -2.584  0.129
C  -3.745  -3.350  0.128
C  -4.456  -3.572  -1.048
C  -4.036  -3.006  -2.240
C  -2.881  -2.240  -2.226
S  -2.185  -1.339  -3.551
H  0.606  0.554  -2.300
H  -0.102  0.477  -3.871
H  -2.078  -2.391  1.062
H  -4.108  -3.767  1.058
H  -5.355  -4.172  -1.030
H  -4.602  -3.149  -3.152

Its total charge is +2. The largest force on an atom comes out at 0.6 eV/A. As for the spin multiplicity: 2. As for the expectation value of S²: 0.76. Its HOMO energy (spin up / spin down) is -13.5163 / -13.5528 eV.


The following is a quantum chemistry calculation of 2 unconnected molecules or ions with the total composition C34H34N2O4 at a distorted geometry, from the OMol25 dataset.

Cartesian coordinates (Å):
C  2.391  0.083  0.314
C  2.678  0.101  1.808
C  4.195  0.156  1.999
O  2.161  1.282  2.454
C  0.804  1.355  2.659
O  0.341  2.473  2.833
C  0.068  0.111  2.645
C  -1.338  0.115  2.423
C  -2.046  -1.082  2.080
C  -3.407  -1.060  1.763
C  -4.126  0.145  1.763
C  -3.438  1.349  1.978
C  -2.077  1.332  2.270
C  0.819  -1.114  2.784
O  0.374  -2.187  3.162
O  2.167  -1.063  2.480
H  1.329  0.079  0.046
H  2.873  0.966  -0.123
H  2.867  -0.816  -0.093
H  4.435  0.215  3.067
H  4.629  -0.747  1.554
H  4.566  1.048  1.476
H  -1.461  -1.994  1.989
H  -3.889  -1.988  1.440
H  -5.186  0.162  1.507
H  -3.932  2.318  1.842
H  -1.510  2.257  2.291
C  3.409  -2.408  8.615
N  2.262  -1.527  8.422
C  1.128  -1.774  7.697
C  0.315  -0.604  7.644
C  -0.828  -0.379  6.845
C  -1.949  0.393  7.285
C  -2.208  0.832  8.631
C  -3.022  1.931  8.895
C  -3.756  2.540  7.825
N  -4.534  3.644  8.035
C  -4.872  4.102  9.361
C  -3.698  3.956  10.301
C  -3.155  2.524  10.281
C  -5.501  4.050  7.040
C  -4.937  3.944  5.641
C  -4.471  2.521  5.373
C  -3.702  1.943  6.529
C  -2.909  0.826  6.323
C  1.017  0.376  8.502
C  0.878  1.741  8.730
C  1.842  2.409  9.518
C  3.029  1.768  9.935
C  3.226  0.414  9.647
C  2.223  -0.229  8.928
H  4.176  -1.841  9.145
H  3.180  -3.294  9.222
H  3.814  -2.736  7.652
H  0.969  -2.715  7.182
H  -0.870  -0.842  5.860
H  -1.695  0.364  9.478
H  -5.178  5.149  9.269
H  -5.733  3.525  9.736
H  -2.912  4.659  10.001
H  -4.027  4.235  11.306
H  -3.832  1.896  10.883
H  -2.184  2.506  10.791
H  -6.402  3.419  7.123
H  -5.786  5.082  7.261
H  -5.703  4.229  4.916
H  -4.080  4.618  5.527
H  -5.344  1.884  5.163
H  -3.848  2.491  4.470
H  -2.883  0.374  5.333
H  0.014  2.266  8.328
H  1.661  3.441  9.836
H  3.803  2.329  10.464
H  4.117  -0.122  9.969

The largest force on an atom comes out at 2.2 eV/A. Its HOMO energy is -5.7097 eV. The calculation puts the energy above the lowest of the compared OMol25 structures with the same formula, charge and spin at 0.0 kcal/mol.


The following is a quantum chemistry calculation of a molecular structure, C34H34N4O8Sn at a distorted geometry, from the OMol25 dataset.

Cartesian coordinates (Å):
Sn  0.239  0.421  0.566
C  -0.100  -1.565  -3.673
O  0.875  -2.581  -3.612
C  2.063  -2.359  -2.921
C  3.095  -3.185  -3.311
C  4.347  -3.110  -2.707
C  4.546  -2.189  -1.705
C  3.522  -1.342  -1.263
C  3.838  -0.424  -0.203
N  3.028  0.381  0.386
N  3.597  1.246  1.272
C  2.735  1.854  2.049
O  1.502  1.604  2.182
C  3.277  2.935  2.919
C  4.624  3.082  3.239
C  5.025  4.053  4.141
C  4.092  4.901  4.716
C  2.752  4.783  4.376
C  2.351  3.805  3.489
C  2.223  -1.402  -1.866
O  1.269  -0.627  -1.529
H  -0.845  -1.922  -4.391
H  0.325  -0.620  -4.031
H  -0.584  -1.389  -2.713
H  2.896  -3.896  -4.102
H  5.150  -3.760  -3.034
H  5.520  -2.109  -1.231
H  4.899  -0.413  0.101
H  5.336  2.422  2.773
H  6.068  4.154  4.421
H  4.404  5.647  5.437
H  2.021  5.449  4.820
H  1.315  3.677  3.212
O  -0.784  2.183  -3.827
C  -0.437  1.780  -2.578
O  -1.155  1.065  -1.948
C  0.922  2.295  -2.175
O  1.026  2.737  -0.860
C  0.256  3.886  -0.547
C  -1.188  3.593  0.017
O  -2.007  4.501  -0.138
O  -1.351  2.499  0.585
H  -1.651  1.800  -4.039
H  1.582  1.420  -2.233
H  1.239  3.074  -2.885
H  0.800  4.401  0.252
H  0.182  4.551  -1.418
C  -5.210  0.649  0.559
C  -4.087  0.715  -0.479
C  -3.918  -0.628  -1.122
C  -4.652  -0.951  -2.251
C  -4.590  -2.211  -2.821
C  -3.806  -3.182  -2.223
C  -3.072  -2.902  -1.083
C  -2.225  -3.974  -0.450
C  -0.772  -3.870  -0.916
C  -3.089  -1.602  -0.540
N  -2.244  -1.299  0.500
C  -2.440  -1.665  1.712
C  -1.499  -1.518  2.751
C  -1.693  -1.794  4.114
C  -0.493  -1.506  4.743
C  0.374  -1.081  3.737
N  -0.216  -1.086  2.546
H  -5.349  1.623  1.019
H  -4.976  -0.071  1.341
H  -6.147  0.349  0.084
H  -3.152  1.027  -0.012
H  -4.351  1.457  -1.237
H  -5.301  -0.197  -2.683
H  -5.167  -2.436  -3.710
H  -3.766  -4.180  -2.647
H  -2.642  -4.957  -0.704
H  -2.251  -3.868  0.636
H  -0.715  -3.958  -2.000
H  -0.165  -4.654  -0.461
H  -0.357  -2.906  -0.622
H  -3.393  -2.137  2.009
H  -2.602  -2.146  4.570
H  -0.273  -1.575  5.795
H  1.401  -0.772  3.832

Its total charge is -2. The largest force on an atom comes out at 1.1 eV/A. Its HOMO energy is -1.8099 eV. The calculation puts the energy above the lowest of the compared OMol25 structures with the same formula, charge and spin at 0.0 kcal/mol.


The following is a quantum chemistry calculation of 5 unconnected molecules or ions with the total composition C34H34O11 at a distorted geometry, from the OMol25 dataset.

Cartesian coordinates (Å):
C  -2.634  -2.552  4.153
C  -3.569  -2.330  3.214
C  -3.938  -0.925  2.863
O  -3.996  -0.576  1.465
C  -4.290  -1.587  0.632
O  -5.245  -2.332  0.738
O  -3.424  -1.624  -0.406
C  -2.832  -2.917  -0.641
C  -1.350  -2.802  -0.932
C  -0.473  -2.700  0.320
C  -0.620  -1.368  1.045
C  0.335  -0.281  0.497
C  -0.301  1.097  0.659
H  -2.587  -3.512  4.647
H  -1.938  -1.781  4.434
H  -4.061  -3.187  2.777
H  -3.183  -0.275  3.292
H  -4.878  -0.694  3.360
H  -3.013  -3.602  0.183
H  -3.317  -3.323  -1.525
H  -1.155  -1.987  -1.625
H  -1.091  -3.716  -1.459
H  0.561  -2.782  -0.002
H  -0.681  -3.546  0.971
H  -1.628  -0.977  0.989
H  -0.403  -1.479  2.106
H  0.560  -0.499  -0.544
H  1.239  -0.343  1.095
H  0.293  1.866  0.186
H  -1.309  1.082  0.253
H  -0.399  1.285  1.725
C  3.374  3.566  -2.266
C  3.255  3.894  -3.549
C  1.929  4.183  -4.148
O  1.819  4.483  -5.319
C  0.742  4.095  -3.264
C  0.860  3.767  -1.980
C  2.186  3.477  -1.379
O  2.298  3.179  -0.210
H  4.331  3.350  -1.808
H  4.108  3.965  -4.211
H  -0.214  4.313  -3.723
H  0.006  3.697  -1.319
C  3.271  7.047  -6.157
C  4.577  6.794  -6.169
C  5.579  7.886  -6.113
O  6.769  7.654  -6.125
C  5.069  9.279  -6.042
C  3.764  9.537  -6.030
C  2.762  8.441  -6.085
O  1.574  8.677  -6.070
H  2.530  6.260  -6.197
H  4.971  5.786  -6.221
H  5.816  10.061  -6.002
H  3.371  10.544  -5.979
C  -1.598  -1.719  9.241
C  -1.269  -1.394  7.994
C  -2.081  -0.431  7.211
O  -1.783  -0.139  6.072
C  -3.273  0.157  7.869
C  -3.602  -0.167  9.116
C  -2.790  -1.130  9.902
O  -3.088  -1.424  11.038
H  -1.020  -2.419  9.831
H  -0.404  -1.811  7.494
H  -3.850  0.857  7.278
H  -4.467  0.250  9.616
C  0.506  -7.260  -3.841
C  0.467  -6.096  -3.199
C  1.108  -5.928  -1.871
O  1.071  -4.867  -1.285
C  1.794  -7.106  -1.286
C  1.833  -8.271  -1.928
C  1.193  -8.440  -3.257
O  1.229  -9.500  -3.842
H  0.045  -7.406  -4.810
H  -0.027  -5.224  -3.608
H  2.255  -6.960  -0.318
H  2.328  -9.143  -1.520

The largest force on an atom comes out at 1.6 eV/A. Its HOMO energy is -9.8369 eV. The structure (SMILES) is C=CCOC(=O)OCCCCCC.O=C1C=CC(=O)C=C1.O=C1C=CC(=O)C=C1.O=C1C=CC(=O)C=C1.O=C1C=CC(=O)C=C1.